A structure of composition C5AlF15O15S5 at a distorted geometry. Source: OMol25; level of theory: wB97M-V/def2-TZVPD.

Results
HOMO-LUMO gap = 2.968 eV
energy above the lowest of the compared OMol25 structures with the same formula, charge and spin = 5.24 kcal/mol
lowest unoccupied orbital energy = -1.8485 eV
maximum force = 0.05468 hartree/bohr
total charge = -2

Geometry (Å):
Al -23.3926 -3.9167 18.9654
C -24.7957 -5.8479 14.1718
F -23.4747 -5.9039 13.9056
F -25.4465 -5.8715 13.0119
F -25.1002 -6.9188 14.8910
S -25.1390 -4.3016 15.1376
O -24.5849 -3.2265 14.3424
O -26.5691 -4.2450 15.2696
O -24.3676 -4.5694 16.3446
C -22.0605 0.6431 21.0371
F -21.0183 -0.0282 21.5953
F -22.2103 1.8166 21.6300
F -21.7313 0.8422 19.7517
S -23.6140 -0.3497 21.1107
O -23.8836 -0.5489 22.5075
O -24.5482 0.5677 20.4831
O -23.3286 -1.5314 20.3256
C -24.3401 -0.1888 15.4208
F -23.1928 -0.7799 15.1702
F -24.1560 1.1416 15.5050
F -25.1946 -0.3933 14.4385
S -25.0243 -0.8147 17.0421
O -23.9306 -1.5490 17.6700
O -25.3501 0.3762 17.7797
O -26.1784 -1.6156 16.7323
C -27.3567 -7.2587 17.8895
F -27.1962 -7.1193 16.5795
F -28.5761 -7.7573 18.0957
F -26.4553 -8.1330 18.3520
S -27.2334 -5.6188 18.7452
O -27.8459 -5.8776 20.0214
O -25.8014 -5.3408 18.8437
O -27.9110 -4.7160 17.8562
C -18.9750 -5.3381 20.8904
F -18.6517 -4.9459 22.1381
F -18.3672 -4.4874 20.0659
F -18.5112 -6.5705 20.7019
S -20.8163 -5.2639 20.7231
O -21.2077 -3.8615 20.6840
O -21.1268 -5.8970 19.4379
O -21.2320 -6.0609 21.8439

natural (NBO) atomic charge list, values in e, 4 entries:
1 Al 1.609
2 C 0.707
3 F -0.336
4 F -0.321